(1)
18
Properties=species:S:1:pos:R:3 method="wB97M-V/def2-TZVPD" de_lowest_kj_mol=111.79 orbital_gap_ev=9.5947 total_charge=0 homo_ev=-8.77 multiplicity=1 max_force_ha_per_bohr=0.0319 lumo_energy_ha=0.0305 smiles=OCNCCCS
O -0.005 0.159 2.550
C 1.178 -0.471 2.028
N 1.120 -0.787 0.649
C 1.314 0.344 -0.258
C 0.883 0.003 -1.668
C -0.560 0.474 -1.995
S -1.849 -0.018 -0.792
H -0.640 -0.506 2.823
H 1.953 0.265 2.192
H 1.362 -1.380 2.606
H 0.315 -1.347 0.412
H 0.784 1.226 0.126
H 2.378 0.606 -0.244
H 0.896 -1.064 -1.846
H 1.498 0.458 -2.441
H -0.912 0.041 -2.919
H -0.542 1.557 -1.940
H -1.433 0.659 0.274

=====

(2)
66
Properties=species:S:1:pos:R:3 method="wB97M-V/def2-TZVPD" orbital_gap_ev=2.4564 total_charge=0 homo_ev=-6.73 multiplicity=1 max_force_ha_per_bohr=0.2007 lumo_energy_ha=-0.1572
C 0.452 -0.038 1.790
Si 1.792 1.220 1.167
C 3.333 0.968 2.358
C 1.293 3.070 1.340
C 0.916 3.829 -0.063
C -0.701 4.246 -0.161
F -1.208 4.880 1.088
F -0.746 5.336 -1.207
C -1.634 3.026 -0.736
C -1.749 2.917 -2.401
C -2.638 1.692 -3.034
C -3.368 0.626 -2.020
N -3.267 0.783 -0.491
C -4.025 -0.276 0.317
O -5.351 -0.376 0.020
N -3.415 -1.179 1.365
C -2.595 -2.303 0.770
O -1.963 -3.152 1.624
F -2.417 -2.587 -0.681
C -2.454 1.917 0.150
Br -2.435 1.991 2.166
C 2.309 0.668 -0.602
C 1.368 0.660 -1.945
C 1.935 0.135 -3.428
C 3.491 -0.444 -3.619
C 4.436 -0.459 -2.275
C 3.868 0.098 -0.804
H 0.907 -1.132 1.917
H -0.537 -0.039 1.142
H 0.148 0.314 2.889
H 3.044 1.569 3.341
H 4.233 1.552 1.853
H 3.580 -0.160 2.549
H 0.408 3.170 2.110
H 2.216 3.631 1.843
H 1.485 4.879 -0.032
H 1.291 3.295 -1.035
H -1.196 3.675 -3.106
H -2.716 1.629 -4.209
H -3.970 -0.263 -2.537
H -4.165 -1.590 1.993
H 0.259 1.048 -1.893
H 1.183 0.202 -4.353
H 3.831 -0.801 -4.696
H 5.540 -0.893 -2.387
H 4.647 0.017 0.084
C 1.774 2.233 -6.686
O 2.282 0.925 -6.881
H 1.284 2.282 -5.711
H 2.597 2.952 -6.715
H 1.047 2.462 -7.469
H 2.711 0.912 -7.753
Br -0.151 -0.843 -3.638
N -2.509 -3.684 5.937
C -2.099 -4.908 6.400
C -1.470 -5.564 5.366
C -1.496 -4.704 4.242
C -2.141 -3.549 4.624
H -3.005 -2.990 6.481
H -2.291 -5.206 7.421
H -1.037 -6.555 5.416
H -1.087 -4.905 3.260
H -2.370 -2.646 4.075
Be -0.151 -7.995 5.503
F 6.449 -1.521 -1.308
F -3.751 -4.046 1.272